No. 1
ORCA calculation (ωB97M-V with the def2-TZVPD basis set) on 4 unconnected molecules or ions with the total composition C14H32BNO5PS.

Output
Calculated total energy ... -47565.96278 eV
Max |F| ... 0.88 eV/A

Geometry as ORCA input:
```
! wB97M-V def2-TZVPD RIJCOSX def2/J DEFGRID3
* xyz -1 1
N 0.5768 -1.0205 -0.0565
C 0.2105 -0.3848 1.2002
O -0.1218 -1.3051 2.1839
B -0.2444 -0.4290 3.4111
O 0.9422 0.5059 3.2188
C 1.3317 0.4383 1.8887
P 3.0311 -0.3146 1.8452
S 3.2700 -2.1603 2.4652
H 0.9937 -1.9124 0.2075
H -0.2927 -1.2691 -0.5184
H -0.5963 0.3447 1.0499
H -0.1591 -1.1137 4.4112
H -1.3034 0.2107 3.3077
H 1.4790 1.4407 1.4516
H 3.7995 0.6073 2.5901
H 3.5248 -0.1745 0.5347
C -3.6601 3.8278 0.3897
C -4.4434 2.5380 0.1554
C -3.3588 1.6134 -0.3770
O -2.1407 2.0320 0.2326
C -2.3224 3.2870 0.8824
H -4.1295 4.5034 1.1047
H -3.5286 4.3652 -0.5535
H -4.8269 2.1570 1.1044
H -5.2801 2.6436 -0.5342
H -3.2576 1.7035 -1.4656
H -3.5392 0.5688 -0.1309
H -2.3313 3.1215 1.9647
H -1.4805 3.9378 0.6400
C 7.5848 -0.1583 -1.1806
C 8.3380 -0.2023 0.1461
C 7.2014 -0.0394 1.1478
O 6.0543 -0.6348 0.5499
C 6.3027 -0.9020 -0.8268
H 8.1239 -0.6180 -2.0088
H 7.3601 0.8763 -1.4514
H 8.8160 -1.1765 0.2736
H 9.1024 0.5683 0.2457
H 6.9905 1.0194 1.3400
H 7.3958 -0.5307 2.1020
H 6.4196 -1.9833 -0.9587
H 5.4415 -0.5758 -1.4123
C -5.9002 -2.6215 -2.7738
C -4.4128 -2.7004 -2.4434
C -4.0434 -1.2289 -2.3268
O -5.2154 -0.5581 -1.8469
C -6.3383 -1.4360 -1.9249
H -6.4516 -3.5318 -2.5411
H -6.0394 -2.3990 -3.8348
H -4.2656 -3.2019 -1.4847
H -3.8221 -3.2228 -3.1946
H -3.7726 -0.8063 -3.3005
H -3.2215 -1.0522 -1.6342
H -6.6073 -1.7531 -0.9114
H -7.1832 -0.8936 -2.3528
*
```

No. 2
ORCA calculation (ωB97M-V with the def2-TZVPD basis set) on a gas-phase ion, C4H4N5 (charge +1) at a distorted geometry.

Output
Structure (SMILES) ... CC1=[NH+]C2=NN=NC2=N1
Energy relative to the best compared isomer or geometry (same formula, charge and spin) ... 0.6522 eV
Max |F| ... 6.28 eV/A

Geometry as ORCA input:
```
! wB97M-V def2-TZVPD RIJCOSX def2/J DEFGRID3
* xyz 1 1
C 2.1660 -0.4240 -0.1482
C 0.7377 -0.2297 0.0605
N 0.1233 1.0237 0.1701
C -1.2031 0.6710 0.2073
N -2.5962 1.1759 -0.0127
N -3.2235 0.1562 -0.2065
N -2.6506 -0.9710 -0.1557
C -1.3372 -0.6919 0.0610
N -0.1245 -1.2737 -0.0319
H 2.4489 0.3154 -0.8840
H 2.2376 -1.5522 -0.4224
H 2.8491 -0.1109 0.8338
H 0.5724 1.9112 0.5288
*
```

No. 3
ORCA calculation (ωB97M-V with the def2-TZVPD basis set) on a molecular structure, C19H38Ag2Cl4O10S6Tl at a distorted geometry.

Output
Calculated total energy ... -168543.92735 eV
Max |F| ... 5.85 eV/A

Geometry as ORCA input:
```
! wB97M-V def2-TZVPD RIJCOSX def2/J DEFGRID3
* xyz 3 1
Ag -7.0066 1.8504 3.9653
Ag -4.5278 6.7447 2.9119
Tl 6.6519 3.8329 -1.4115
C -0.8677 1.4702 -0.0233
C -1.7162 1.7322 1.0099
C -1.2658 2.0760 2.4610
O -1.9989 2.4425 3.4559
C 0.0477 2.0531 2.7126
C 1.0677 1.8130 1.7314
C 0.5765 1.5202 0.2199
O 1.4424 1.4257 -0.6459
O 2.3033 1.9876 1.8664
O -2.9523 1.6610 0.7095
H -1.2176 1.1926 -1.0067
H 0.4273 2.2732 3.6994
C -5.8408 -3.5657 -6.2151
S -5.0932 -2.3435 -5.0124
O -6.1964 -1.3827 -4.5695
C -4.5745 -3.4897 -3.5985
H -5.1937 -4.2454 -6.7695
H -6.3812 -3.0351 -6.9990
H -6.6548 -4.0605 -5.6855
H -4.4805 -2.9070 -2.6821
H -3.6772 -4.0822 -3.7767
H -5.2977 -4.2807 -3.4002
C 2.2307 8.9592 5.8494
S 2.7122 7.4192 6.6999
O 3.3457 7.7843 8.0198
C 1.0088 6.9689 7.1879
H 3.0459 9.3398 5.2340
H 1.9529 9.7533 6.5425
H 1.3446 8.7332 5.2562
H 0.3678 6.9132 6.3080
H 0.6447 7.6570 7.9508
H 0.9617 5.9849 7.6545
C 4.3237 2.6821 -9.6127
S 3.2778 1.1022 -9.4278
O 4.0716 -0.1938 -9.2587
C 2.4944 1.4125 -7.7800
H 5.1223 2.7078 -8.8713
H 3.7264 3.5924 -9.5617
H 4.6686 2.6085 -10.6441
H 3.1364 1.1969 -6.9260
H 1.6332 0.7470 -7.7210
H 2.0394 2.4015 -7.7253
C -11.0857 -2.5721 -1.1816
S -11.2313 -1.2213 0.0213
O -10.2718 -0.1718 -0.5505
C -12.8734 -0.5666 -0.5110
H -10.1484 -3.1084 -1.0331
H -11.1881 -2.1778 -2.1926
H -11.8906 -3.2918 -1.0327
H -13.7104 -1.0027 0.0343
H -13.0033 -0.6760 -1.5877
H -12.8860 0.5016 -0.2946
C 6.5381 -2.5748 2.7605
S 7.8851 -2.6895 1.4560
O 7.8162 -1.3221 0.6908
C 9.2823 -2.4588 2.6601
H 6.5247 -3.5679 3.2095
H 5.5900 -2.4399 2.2399
H 6.6624 -1.7718 3.4871
H 9.0897 -1.5974 3.2997
H 10.2076 -2.2782 2.1130
H 9.5355 -3.3500 3.2343
C 2.3838 -6.9109 -0.8055
S 2.4119 -6.5548 -2.6623
O 1.0752 -7.0504 -3.1859
C 2.3130 -4.6820 -2.6472
H 3.3808 -6.7169 -0.4100
H 2.2935 -7.9961 -0.7579
H 1.5833 -6.5392 -0.1659
H 2.6429 -4.1784 -3.5558
H 2.9713 -4.3030 -1.8655
H 1.2931 -4.3801 -2.4087
C 5.4286 -0.1297 9.8919
Cl 4.1621 0.2035 8.6512
Cl 6.4945 1.2903 10.2079
Cl 4.6038 -0.6455 11.3978
Cl 6.4372 -1.5220 9.3717
*
```

No. 4
ORCA calculation (ωB97M-V with the def2-TZVPD basis set) on 2 unconnected molecules or ions with the total composition CHF3O2P at a distorted geometry.

Output
Energy relative to the best compared isomer or geometry (same formula, charge and spin) ... 4.3070 eV
Max |F| ... 4.52 eV/A

Geometry as ORCA input:
```
! wB97M-V def2-TZVPD RIJCOSX def2/J DEFGRID3
* xyz -1 1
C 0.7067 0.0133 -0.3719
O -0.7979 -1.4152 1.2676
O -1.8677 -0.7247 -0.8985
F 1.3339 1.9710 0.5807
F 0.9269 0.3572 -1.7021
F 1.7148 -0.7027 -0.0202
P -1.0452 -0.3357 0.2534
H -0.9715 0.8368 0.8910
*
```

No. 5
ORCA calculation (ωB97M-V with the def2-TZVPD basis set) on a molecular structure, C9H28BNO3P2Sr at a distorted geometry.

Output
Energy relative to the best compared isomer or geometry (same formula, charge and spin) ... 0.0000 eV
Max |F| ... 5.37 eV/A

Geometry as ORCA input:
```
! wB97M-V def2-TZVPD RIJCOSX def2/J DEFGRID3
* xyz 1 2
Sr -0.4312 -0.0645 0.9755
H -0.7144 -3.2569 -1.8412
H 0.6084 0.0919 -1.7108
P -2.1519 0.7596 -1.3431
P 2.3098 -1.2276 0.6586
C 1.8280 -2.5123 1.8663
H 2.7579 -2.9437 2.2455
H 1.2671 -2.0972 2.7145
H 1.2347 -3.2966 1.3820
C 3.4292 -2.1641 -0.4193
H 4.1418 -1.4720 -0.8918
H 4.0042 -2.8974 0.1713
H 2.8582 -2.6863 -1.1944
C 3.5053 -0.3226 1.6938
H 2.9743 0.2393 2.4704
H 4.1883 -1.0416 2.1652
H 4.0737 0.3688 1.0594
C -2.9780 -0.3259 -2.5468
H -3.9335 0.1326 -2.8250
H -2.3495 -0.4448 -3.4351
H -3.1753 -1.3123 -2.1069
C -3.4219 0.7933 -0.0188
H -3.2573 1.6050 0.7036
H -4.3740 0.9730 -0.5280
H -3.4897 -0.1586 0.5255
C -2.4681 2.3868 -2.1032
H -1.9598 2.4373 -3.0797
H -3.5557 2.5013 -2.2483
H -2.1031 3.1859 -1.4445
C 0.3263 2.4829 0.3772
O 0.8254 3.5285 0.3081
H 0.8576 1.0011 -3.1030
H 2.1334 0.2795 -2.3881
H 1.6041 -2.0590 -3.0465
H -0.2711 -1.1764 -3.8267
B 0.8211 -1.1900 -3.3387
N 1.1440 0.1272 -2.6062
H -0.7259 -3.8142 -2.3496
C -1.4276 0.1903 5.1800
C -1.0382 0.0966 3.7354
O 0.1738 0.3219 3.3592
O -1.9490 -0.1967 2.8711
H -0.7862 0.9145 5.6825
H -1.3241 -0.7762 5.6800
H -2.4803 0.4609 5.3150
*
```

No. 6
ORCA calculation (ωB97M-V with the def2-TZVPD basis set) on a gas-phase ion, C6H9N2S (charge +1) at a distorted geometry.

Output
Structure (SMILES) ... CC1=[N+]2SC=CN[C@@]12C
Energy relative to the best compared isomer or geometry (same formula, charge and spin) ... 4.0609 eV
Max |F| ... 5.34 eV/A

Geometry as ORCA input:
```
! wB97M-V def2-TZVPD RIJCOSX def2/J DEFGRID3
* xyz 1 1
C -1.4041 -2.1944 -0.6085
C -0.3594 -1.2323 -0.4574
N 0.8069 -1.1300 0.1714
S 2.3953 -1.3432 0.2550
C 2.7949 0.3343 0.0135
C 2.0287 1.2588 -0.6078
N 0.7445 1.1182 -0.9106
C 0.0357 0.1699 -0.1302
C -0.4519 0.8707 1.1478
H -1.9910 -2.2072 0.2198
H -1.1378 -3.2482 -0.8160
H -1.9149 -2.0729 -1.5783
H 3.7787 0.6951 0.3502
H 2.2928 2.3241 -0.8228
H 0.4569 1.5601 -1.7498
H -0.7150 0.2235 1.9081
H -1.4528 1.2374 1.0500
H 0.2144 1.5498 1.5262
*
```